[1]
C4H7NO | ωB97M-V/def2-TZVPD

The highest occupied orbital energy (spin up / spin down) is -8.1434 / -8.1452 eV. As for the energy above the lowest of the compared OMol25 structures with the same formula, charge and spin: 141.6 kcal/mol. The calculation puts the orbital gap (spin up / spin down) at 8.202 / 8.203 eV. The calculation puts the LUMO energy (spin up / spin down) at 0.0021 / 0.0021 hartree.

Geometry as ORCA input:
```
! RIJCOSX wB97M-V def2-TZVPD def2/J DEFGRID3
* xyz 0 1
C -1.56895 0.48116 -1.79506
N -0.31852 1.02491 -1.34949
C 0.53531 0.89066 -0.54231
C 1.56859 -0.20420 0.86470
C 0.52714 -0.65558 1.78374
O -0.26336 -0.80475 0.65601
H -1.86613 -0.29980 -1.09037
H -1.43858 0.06425 -2.79639
H -2.32127 1.27160 -1.83915
H 2.19072 0.67038 1.01930
H 2.01328 -0.97934 0.25028
H 0.74454 -1.58045 2.34507
H 0.19722 0.12113 2.49369
*
```

Here are the Löwdin charges for atoms 1 to 4, given in e: number 1, C, carries -0.08; number 2, N, carries -0.03; number 3, C, carries 0.10; number 4, C, carries 0.00



[2]
C19H19N3O | ωB97M-V/def2-TZVPD

The highest occupied orbital energy is -7.7329 eV. As for the energy above the lowest of the compared OMol25 structures with the same formula, charge and spin: 453.1 kcal/mol. The calculation puts the orbital gap at 7.381 eV. The calculation puts the LUMO energy at -0.0129 hartree.

Geometry as ORCA input:
```
! RIJCOSX wB97M-V def2-TZVPD def2/J DEFGRID3
* xyz 0 1
N -6.05090 -3.33889 0.42250
C -5.26635 -2.42982 0.26687
C -4.41877 -1.19606 0.15701
C -3.62660 -1.19846 -0.90688
C -2.83111 -0.24113 -1.11900
C -2.97138 0.84610 0.05814
C -3.91289 0.68253 1.22835
C -4.66916 -0.26963 1.03674
H -5.39959 -0.36339 1.88168
H -3.82426 1.55008 1.79172
C -2.13065 2.35273 -0.01254
O -2.45355 3.23208 0.51699
C -0.82170 1.94793 -1.03880
N -0.09821 0.96732 -0.79792
C 0.37393 0.57177 0.37436
C 1.79955 0.88208 0.79416
N 2.67884 -0.03642 -0.21176
C 3.85748 -0.40428 0.12869
C 4.77443 0.37222 0.97427
C 5.90186 -0.15736 1.46135
C 6.42001 -1.29391 0.57974
C 5.59515 -1.80670 -0.16046
C 4.44019 -1.33398 -0.56793
H 3.81389 -1.91444 -1.20748
H 6.11034 -2.58238 -1.09156
H 7.53839 -1.62788 0.90009
H 6.51754 0.10649 2.11048
H 4.32963 1.29155 1.52985
C 1.86906 -0.31390 -1.35230
C 0.96451 0.75284 -1.76853
H 0.47820 0.65044 -2.84992
H 1.42882 1.72593 -2.08838
H 2.70269 -0.33383 -2.25791
H 1.41101 -1.37002 -1.36237
H 1.99867 1.92557 0.51367
H 2.21211 0.87536 1.72880
H 0.26065 -0.47399 0.52390
H -0.19880 1.16521 1.50526
H -0.24558 3.05524 -0.65879
H -1.30455 2.38158 -1.86408
H -2.08571 -0.05519 -1.62777
H -3.78236 -1.86834 -1.39268
*
```

Here are the Löwdin charges for atoms 1 to 4, given in e: number 1, N, carries 0.13; number 2, C, carries -0.11; number 3, C, carries -0.22; number 4, C, carries -0.08



[3]
C23H23N3O5S | ωB97M-V/def2-TZVPD

The highest occupied orbital energy is -8.0926 eV. As for the energy above the lowest of the compared OMol25 structures with the same formula, charge and spin: 35.6 kcal/mol. The calculation puts the orbital gap at 8.247 eV. The calculation puts the LUMO energy at 0.0057 hartree. The SMILES is CN(Cc1ccccc1)C(=O)COC(=O)c1ccccc1NS(=O)(=O)c1cccc(N)c1.

Geometry as ORCA input:
```
! RIJCOSX wB97M-V def2-TZVPD def2/J DEFGRID3
* xyz 0 1
C 2.16566 -2.84396 1.44759
N 2.60988 -1.76467 0.59841
C 2.33662 -1.63643 -0.70927
O 2.74141 -0.70239 -1.38382
C 1.42637 -2.70662 -1.32571
H 1.24134 -2.43348 -2.36943
H 1.85705 -3.70753 -1.27164
O 0.20533 -2.72238 -0.59565
C -0.71607 -1.80787 -0.96942
O -0.62582 -1.20668 -2.02345
C -1.74511 -1.58695 0.04812
C -1.79833 -2.38540 1.19622
C -2.65810 -2.08502 2.22680
C -3.48589 -0.96912 2.13267
C -3.47246 -0.18287 1.00351
C -2.61580 -0.48031 -0.06067
N -2.65220 0.31478 -1.17697
S -2.65114 2.01863 -1.02608
O -2.14517 2.32988 0.28151
O -3.95262 2.51013 -1.35989
C -1.46857 2.41464 -2.29732
C -0.18326 1.94970 -2.13412
C 0.76459 2.14964 -3.14446
N 2.04929 1.72275 -2.99471
H 2.62329 1.70482 -3.82128
H 2.23500 0.97898 -2.33572
C 0.35906 2.85893 -4.28588
C -0.93106 3.32993 -4.41814
C -1.87290 3.10138 -3.42392
H -2.89362 3.43466 -3.50248
H -1.21335 3.86944 -5.30958
H 1.07827 3.03026 -5.07405
H 0.08571 1.42875 -1.23010
H -2.03123 -0.00709 -1.91529
H -4.11357 0.67846 0.90633
H -4.15139 -0.72512 2.94696
H -2.68737 -2.70829 3.10730
H -1.14918 -3.24516 1.25755
C 3.18111 -0.63457 1.31754
C 2.12781 -0.00414 2.19461
C 0.96307 0.48217 1.61304
C -0.04317 1.03146 2.38540
C 0.11102 1.09107 3.76140
C 1.26643 0.60869 4.35203
C 2.27130 0.06021 3.57258
H 3.17268 -0.31417 4.03770
H 1.38822 0.65714 5.42436
H -0.67016 1.51858 4.37141
H -0.93033 1.42381 1.91212
H 0.84940 0.42878 0.53980
H 4.02943 -0.98177 1.91467
H 3.53785 0.07848 0.56983
H 2.94091 -3.03512 2.19153
H 1.24313 -2.57643 1.96935
H 1.99665 -3.75260 0.87871
*
```

Here are the Löwdin charges for atoms 1 to 4, given in e: number 1, C, carries -0.02; number 2, N, carries -0.08; number 3, C, carries -0.42; number 4, O, carries 0.04